(1)
Density functional theory data (the ωB97M-V functional and the def2-TZVPD basis) for a structure of composition C21H19BrN6OS6SbTi.

Last column: Löwdin charge in e.
Positions of all 56 atoms, in Å:
C 3.9434 3.8473 0.7862  -0.13
N 2.0187 -0.0350 -1.9567  -0.01
H 4.9478 4.1438 0.5075  0.09
H 1.8878 -3.6635 -5.0952  0.09
H 2.6701 -0.3888 -2.6403  0.06
H -2.6181 0.5001 5.2697  0.08
Ti 0.0281 -0.2957 -0.5190  0.31
C 1.2740 0.1640 2.5978  -0.21
H -2.0894 2.1847 5.3076  0.07
H -2.3171 -2.9829 -5.5424  0.10
C -1.9587 -3.0413 -0.2946  -0.82
C 3.2402 4.5497 1.7594  -0.13
S -4.6081 1.5878 1.5620  -0.28
C -0.9700 0.5826 2.6259  -0.18
C -2.2423 1.3221 4.6552  -0.05
C 3.3357 2.7722 0.1669  -0.48
H 1.3814 4.7337 2.8153  0.09
C 1.3282 3.0899 1.4588  -0.03
C -0.2060 -3.3776 -5.4760  -0.13
O -0.3433 -1.5606 -1.7996  -0.41
H 3.6995 5.3973 2.2529  0.08
C 1.3873 0.4915 3.9389  -0.05
N -2.5290 -3.2894 -1.4085  -0.01
H 1.8075 -2.5881 -2.8435  0.09
H 2.1345 -0.1400 2.0201  0.03
C 2.4299 0.8748 -1.1571  -0.82
C 1.9392 4.1710 2.0762  -0.10
C 2.0320 2.3516 0.5069  -0.31
H -0.4499 -3.7422 0.8029  -0.01
S 3.9764 1.7673 -1.1188  1.01
Br 1.7870 -2.1759 0.3966  0.09
S -4.7751 1.8324 -2.3666  -0.31
C -2.7496 -1.8546 -3.1163  -0.13
S -0.6805 1.2808 -2.1683  0.18
C 0.9505 -3.2757 -4.7107  -0.11
N 0.1148 0.2078 1.9428  -0.05
N -3.2361 -2.2631 -2.0136  0.00
C -1.4039 -2.8948 -4.9631  -0.06
H -0.1773 -3.8372 -6.4567  0.08
C 0.9241 -2.6769 -3.4616  -0.02
H -1.9106 0.6254 2.0890  0.00
C -0.2792 -2.1754 -2.9554  -0.33
S -1.5361 1.7240 -0.3847  -0.03
H -3.3262 -1.0928 -3.6365  0.10
H 2.3578 0.4505 4.4156  0.10
H -3.0115 1.5638 3.9215  0.01
C -0.9627 0.9303 3.9710  -0.24
Sb -3.9367 0.8195 -0.4933  0.18
C 0.2566 0.8823 4.6321  -0.04
H 0.3166 1.1554 5.6811  0.11
H 0.3070 2.8240 1.6937  0.09
S -1.9258 -1.5060 0.5778  0.57
H -1.0710 -4.8186 -0.3155  0.08
C -1.4652 -2.3188 -3.7025  -0.14
N -1.2877 -4.0824 0.3441  0.04
N 1.5912 1.2498 -0.1789  -0.10

Properties
Gap between HOMO and LUMO (alpha / beta): 5.71 / 6.15 eV
Energy relative to the best compared isomer or geometry (same formula, charge and spin): 1.034 eV
E_tot: -7268.58017 a.u.
<S²>: 0.761
LUMO (alpha / beta): 4.035 / 3.698 eV
Net charge: -2
Multiplicity: 2



(2)
Density functional theory data (the ωB97M-V functional and the def2-TZVPD basis) for a structure of composition C34H48Br54I2NO3P2S at a distorted geometry.

Last column: Löwdin charge in e.
Positions of all 145 atoms, in Å:
C 2.6016 4.5372 0.0911  -0.14
I 0.2300 2.0826 2.2912  1.00
H 2.8119 1.2424 0.7870  0.04
P -0.9065 -2.5965 2.4183  0.99
Br -10.2683 -1.3484 -0.7525  0.56
H 3.3697 -1.2734 0.5522  0.12
Br 5.0954 -6.0234 2.5498  0.58
Br -17.6650 -0.7998 -3.1221  0.57
C -2.4911 -2.4047 -4.4559  -1.63
Br -2.3788 -1.3725 6.6494  0.61
C -0.4469 -0.2107 -0.7336  -0.08
H 4.2817 2.5555 -2.2187  0.11
Br -5.3854 0.4961 9.7712  0.58
Br -11.1096 -5.3277 -7.3518  0.55
Br 13.0588 4.8669 6.9316  0.59
C 5.6893 5.5243 3.2624  -1.60
H 4.6709 0.2419 -0.5967  0.11
P -3.0800 -0.5197 -0.1802  0.25
Br -6.5399 -2.4649 -2.9450  0.51
Br 5.7953 -7.9814 -0.4266  0.56
C 4.9715 2.3082 -0.1609  -0.20
I -2.5645 2.1706 4.3267  0.89
H 9.3125 9.7783 4.0603  -0.02
Br 4.2894 4.1952 3.1930  0.65
Br 5.7612 10.1286 9.0385  0.59
H -3.1045 -1.3834 2.5081  -0.03
C 1.8647 -1.0044 2.0995  -0.17
H -10.0620 -3.8140 -0.8125  -0.07
H -3.7169 1.5426 -0.1945  0.10
Br 7.0594 6.3001 -1.9307  0.55
Br -2.9906 -1.5247 10.3517  0.58
C 3.2473 -0.7441 1.5029  -0.19
Br -5.7263 -2.6142 9.1426  0.58
C 4.7737 -4.4179 3.5576  -1.57
H -0.6263 -1.8858 4.4620  0.00
C 8.7653 9.0645 3.4607  -1.58
H 3.9909 -1.1811 2.1691  0.03
Br -16.2440 -1.3555 -5.9249  0.55
H 5.7609 0.5714 0.7976  0.12
H 1.7616 -0.2688 -0.6015  0.16
Br -11.4132 -6.0707 -2.7851  0.57
Br 11.0697 -2.8902 -0.6499  0.56
Br 8.7912 -7.0462 -0.9675  0.58
Br -18.2052 -3.5363 -4.6722  0.57
H 8.0523 8.5096 -1.4267  -0.04
Br -1.6978 1.0763 -14.8886  0.56
H -1.3451 -1.1472 -15.9112  -0.03
C 6.9438 -6.8324 -1.4623  -1.62
H 2.9088 4.0036 1.0014  -0.03
Br 12.5827 4.4524 3.8023  0.57
H 5.6977 7.6929 9.4555  -0.03
S -4.4245 -1.8619 0.1435  0.33
C -4.9036 -1.2967 10.2840  -1.62
C -1.3765 -1.1063 0.1907  -0.33
H -0.6830 0.8378 -0.5020  0.11
O -3.0337 -0.2680 -1.7972  -0.23
C -12.8959 -4.9846 -7.9926  -1.63
H 4.8669 2.9914 0.6776  0.04
Br 5.3171 7.7069 7.0130  0.53
C -16.9343 -2.1370 -4.3020  -1.65
Br -2.5901 -1.8146 -13.8819  0.56
Br 0.0211 -3.4114 7.1694  0.61
Br 9.9403 7.0482 -0.7921  0.56
Br 7.1618 4.9612 4.3641  0.51
H -0.4926 -0.4425 -1.7886  0.12
H 1.5886 4.2308 -0.1763  0.05
H -7.8877 -0.9784 -4.3886  -0.03
C -0.7520 -0.8918 1.5765  -0.46
Br -0.7160 -2.7379 -5.1413  0.57
Br -13.3161 -3.6581 -3.6489  0.58
Br 5.8223 -2.9451 2.8936  0.64
C -1.2899 -0.8078 -14.8866  -1.64
Br -2.1503 1.0044 -10.9019  0.57
Br -4.6182 0.6131 -8.9152  0.56
Br 13.5001 -4.5786 0.5445  0.58
C 6.1393 8.2789 8.6622  -1.62
Br 9.0344 8.1110 -3.6601  0.59
C 0.8649 -0.4229 -0.0175  -0.03
Br -13.3334 -3.1114 -7.8947  0.54
H 11.5003 -5.3229 -0.7019  -0.05
C -2.1274 0.4601 3.1508  -0.84
Br -1.6822 1.0321 -7.7462  0.54
H -12.1849 -4.0985 -1.4989  -0.08
Br 9.9785 7.6203 3.0473  0.56
H 2.9660 2.1957 -1.0970  0.09
H 5.0944 -4.6019 4.5736  -0.02
Br -9.4668 -2.8665 -4.1522  0.55
H -0.3820 -4.7210 1.4385  0.05
Br -8.0478 -3.2510 0.4832  0.55
H 2.5640 5.6007 0.3200  0.08
Br 8.1794 9.9882 1.8714  0.58
Br -14.2092 -6.0478 -7.0689  0.57
H -1.3599 -2.0959 -0.2616  0.11
H -16.0998 -2.5934 -3.7877  -0.09
Br 10.1265 4.2752 5.8273  0.54
C -1.8909 -3.1730 7.1449  -1.60
H -3.0561 2.5145 -9.1696  -0.03
H 3.8731 1.2360 2.2003  0.10
C 4.8290 0.8442 0.3021  -0.18
H -4.1269 -0.1661 3.2361  0.08
C -2.8976 1.4457 -9.1843  -1.63
H 5.2673 6.4084 3.7216  -0.06
H 1.7351 -0.3336 2.9515  0.10
H -3.8385 0.2135 -2.0563  0.09
H 11.6630 6.1497 5.3448  -0.06
Br -14.1556 -5.5606 -1.2297  0.60
C -1.0597 0.3725 2.3825  -0.68
Br -2.7670 -4.4726 6.0259  0.60
H -12.9237 -5.2735 -9.0335  -0.03
C 3.5874 4.2305 -1.0482  -0.26
C 8.4654 7.6224 -1.8865  -1.63
N 0.7313 -0.7704 1.1801  -0.06
C 3.6417 0.7236 1.2674  -0.23
Br -3.3999 -4.0409 -4.0018  0.57
H 1.1132 -3.8910 1.7666  -0.04
H 5.9368 2.4663 -0.6405  0.12
Br 7.2814 8.4509 4.5267  0.54
H -5.2801 -1.4570 11.2844  -0.03
C -12.6954 -4.7547 -2.1908  -1.63
Br -6.9708 -2.4952 -6.1118  0.56
C -3.1375 -0.6272 3.2842  -0.23
C 0.1071 -3.7540 1.3816  -0.22
H 3.1716 4.6662 -1.9586  0.11
H 1.9011 -2.0070 2.5320  0.00
Br 6.3908 -4.9871 -1.3544  0.55
Br -11.0989 -3.5446 1.4154  0.60
C 11.8363 5.0885 5.4608  -1.65
C -9.8971 -3.0935 -0.0210  -1.65
H -2.3758 -1.8446 -3.5429  -0.08
Br -3.5280 -1.3116 -5.6564  0.52
Br 8.0315 7.9158 8.6686  0.58
H -2.2448 -3.3263 8.1561  -0.08
C -7.7383 -2.0488 -4.4005  -1.59
Br 2.8830 -3.9975 3.6323  0.71
Br 0.5047 -1.1448 -14.2706  0.57
Br 6.2596 6.0238 1.4915  0.58
O -0.1922 -2.5592 3.9080  -0.36
H 4.5164 4.7646 -0.8262  0.05
Br 10.5262 -5.1214 1.5618  0.53
C 11.6320 -4.5846 0.0770  -1.65
C 3.9167 2.7359 -1.2072  -0.20
H -3.0819 -1.1119 4.2624  -0.02
O -3.3990 0.9155 0.4748  -0.18
H 0.1562 -3.4056 0.3529  0.04
H 6.8490 -7.1337 -2.4959  -0.03

Properties
Gap between HOMO and LUMO: 7.82 eV
E_tot: -142277.45244 a.u.
LUMO: -3.128 eV
Net charge: +1
Multiplicity: 1



(3)
Density functional theory data (the ωB97M-V functional and the def2-TZVPD basis) for an isolated molecule of C2H3IN2 at a distorted geometry.

Last column: Löwdin charge in e.
Positions of all 8 atoms, in Å:
N 0.8131 0.2670 1.5854  0.08
C -0.3979 -0.7150 -0.5042  -0.12
I 1.0901 1.8909 -1.0227  0.83
C 0.2811 0.4604 0.2637  -1.04
N -0.2238 0.8851 1.5605  0.08
H 0.3441 -1.4540 -0.5082  0.04
H -0.5238 -0.4166 -1.5140  0.01
H -1.3830 -0.9178 0.1395  0.13

Properties
Gap between HOMO and LUMO: 9.90 eV
SMILES: CC1(I)N=N1
Energy relative to the best compared isomer or geometry (same formula, charge and spin): 1.024 eV
E_tot: -485.12017 a.u.
LUMO: 0.390 eV
Multiplicity: 1



(4)
Density functional theory data (the ωB97M-V functional and the def2-TZVPD basis) for an isolated molecule of C4H9N at a distorted geometry.

Last column: Löwdin charge in e.
Positions of all 14 atoms, in Å:
H 0.0868 0.7955 -1.3453  0.07
C -0.2333 0.3633 0.4369  -0.42
C -1.0073 -1.0549 -1.3851  -0.09
N -0.7082 0.4102 -0.8929  -0.06
H 0.8161 -1.0729 1.8151  0.05
H -1.9652 -1.5020 -0.9129  0.09
H 0.6049 1.6498 2.0375  0.12
H 1.5477 -0.9223 0.0256  0.10
H 1.6652 1.6321 0.3843  0.09
C 1.0020 1.0678 1.1030  -0.11
H -0.9517 0.4497 1.2549  0.11
H -0.2746 -1.7817 -1.0108  0.04
C 0.9914 -0.5406 0.9307  -0.08
H -1.0885 -1.1334 -2.5107  0.08

Properties
Gap between HOMO and LUMO: 10.06 eV
SMILES: CNC1CC1
Energy relative to the best compared isomer or geometry (same formula, charge and spin): 2.413 eV
E_tot: -212.46248 a.u.
LUMO: 1.196 eV
Multiplicity: 1



(5)
Density functional theory data (the ωB97M-V functional and the def2-TZVPD basis) for a structure of composition C16H46InN2Na4O10P at a distorted geometry.

Last column: Löwdin charge in e.
Positions of all 80 atoms, in Å:
O -2.2515 -1.1530 1.6753  -0.08
H 2.4524 -1.3547 1.7753  0.11
H -2.1653 4.0904 -5.9784  0.11
H -0.0080 -3.2169 -1.0634  0.00
H -3.9919 2.8363 -7.9986  0.10
H 5.0092 2.3493 0.8745  0.09
H -3.0886 -0.8075 4.0577  0.09
C -4.4284 3.2735 -7.0970  -0.02
C -1.0068 -5.8485 0.5239  -0.05
H -4.9144 -0.2122 -3.5519  0.12
H -0.7016 -1.3857 2.9910  0.10
O -0.5208 -4.0329 -1.0364  -0.07
H -3.1690 -0.4636 -2.9474  0.03
H -3.7671 -1.0656 -4.5252  0.11
C 3.4778 2.6802 -0.6624  -0.28
H 2.8934 -0.8144 4.5561  0.10
H -2.0050 -5.4102 0.5207  0.08
C -0.0136 -4.7787 0.0885  -0.27
H -4.2267 3.2850 -4.9768  0.16
H 0.9568 3.9984 3.4766  0.10
H 2.8816 -3.1193 2.0185  0.15
H 2.2540 1.2014 -0.9577  0.00
C 4.3617 3.1318 0.4821  -0.05
C 0.8554 0.6609 4.5301  -0.11
Na 0.5966 2.5587 0.0779  0.53
C -3.8477 -0.2706 -3.7734  -0.06
H 1.9530 3.2935 4.7626  0.11
H -0.9779 -6.7980 0.0003  0.09
H -0.1001 0.7636 5.0561  0.17
H 0.2236 3.1686 4.8713  0.11
H 0.0225 0.9617 1.8126  0.07
C 4.5458 -1.9107 1.8522  -0.04
H 0.8152 -0.3282 4.0410  0.13
H 0.1087 -4.0951 0.9388  0.10
H -1.9566 -1.9240 4.8657  0.09
C -2.5888 -1.7725 3.9882  -0.04
H 5.2387 -2.6754 1.5057  0.10
H 4.0096 2.5105 -1.6002  0.13
H -3.3613 -2.5404 4.0073  0.10
O -0.6117 0.2651 0.1853  -0.38
Na -1.0777 -2.2898 -3.4093  0.71
H -3.2677 0.7578 -6.3219  0.15
C -3.7548 2.7898 -5.8308  -0.41
N -2.2988 3.0892 -5.8414  0.00
H -1.5595 -0.7002 1.1388  0.00
H 2.7503 3.4888 -0.8480  0.11
H -4.4935 4.3539 -7.2002  0.10
C 3.0941 -2.1841 1.4578  -0.29
H 2.1236 1.7647 3.0525  0.15
O 0.7379 -1.5481 -1.2570  -0.37
H 0.9564 -5.2000 -0.1850  0.13
H 2.1384 -2.1902 -0.2672  0.04
H -0.7613 -6.0468 1.5719  0.09
C -3.8675 1.3021 -5.5748  -0.19
In -0.9686 2.0307 -3.7118  1.24
H 4.9705 4.0006 0.2411  0.10
H -0.7999 1.7722 2.9021  0.14
C 1.0909 1.7947 3.4106  -0.31
C 1.0532 3.1580 4.1577  0.01
C 3.0267 -0.0184 5.2862  0.04
P -0.0556 -0.2364 -1.1828  0.05
Na 2.3304 -1.0140 -2.8143  0.74
H 4.8949 -0.9657 1.4188  0.09
H 4.6161 -1.8193 2.9364  0.07
H 3.3284 -0.3845 6.2702  0.14
H -4.9047 0.9722 -5.6904  0.15
O 3.0055 -2.4468 0.0982  -0.01
C -1.6953 -1.8508 2.7637  -0.28
H -1.4084 -2.8804 2.5088  0.13
O -3.3817 0.9862 -4.2760  -0.33
O 0.7332 0.9753 -1.6926  -0.50
Na -3.0698 0.1614 -0.4142  0.67
H 3.6877 3.3979 1.3052  0.07
H -1.9428 2.6497 -6.6912  0.10
N 0.0881 1.8216 2.3916  0.14
O -1.2993 -0.3514 -2.1439  -0.51
O 2.8357 1.4655 -0.2183  -0.13
H 3.8074 0.6719 4.9239  0.14
O 1.8485 0.7578 5.4496  -0.01
H -5.4644 2.9142 -7.0801  0.10

Properties
Gap between HOMO and LUMO: 1.80 eV
Energy relative to the best compared isomer or geometry (same formula, charge and spin): 0.000 eV
E_tot: -2678.53059 a.u.
LUMO: -16.744 eV
Net charge: +4
Multiplicity: 1



(6)
Density functional theory data (the ωB97M-V functional and the def2-TZVPD basis) for a cluster of 2 separate species, C5H9NO in total at a distorted geometry.

Last column: Löwdin charge in e.
Positions of all 16 atoms, in Å:
C 0.1755 0.1581 1.2267  -0.14
H 2.4572 0.1250 -1.4072  0.07
C 0.7820 -0.0714 -0.1432  -0.30
H -0.5800 0.9509 1.1708  0.09
H -1.7174 2.1547 -0.4636  0.02
C -0.1296 -0.7060 -1.1682  -0.23
O -1.4060 -0.0876 -1.2029  -0.09
C -0.4887 -1.0547 1.7207  -0.22
H -0.2312 -1.7777 -0.9467  0.13
C 2.0413 0.2579 -0.4115  0.07
H -1.9222 2.7231 -0.0260  0.04
H 0.9367 0.4722 1.9470  0.12
H 2.7047 0.6667 0.3467  0.07
H 0.3175 -0.6137 -2.1631  0.12
N -1.0234 -2.0297 2.0454  0.15
H -2.0228 -0.6252 -0.6917  0.09

Properties
Gap between HOMO and LUMO: 11.10 eV
SMILES: C=C(CO)CC#N.[H][H]
Energy relative to the best compared isomer or geometry (same formula, charge and spin): 2.659 eV
E_tot: -325.83983 a.u.
LUMO: 0.814 eV
Multiplicity: 1